9
Properties=species:S:1:pos:R:3:forces:R:3 method="wB97M-V/def2-TZVPD" smiles="O=C/C(Cl)=C/O" energy_ev=-19775.477 max_force_ha_per_bohr=0.0852 homo_energy_ev=-9.58 lumo_energy_ev=0.3 mol_weight_g_mol=106.5
Cl -2.89398 1.09285 -0.02475 -0.85 0.70 0.13
O -0.07398 1.94510 0.08366 -0.60 -2.11 -0.48
O -2.89673 -1.89933 0.04570 0.20 0.31 0.35
C -0.32878 0.56222 -0.06889 2.14 2.41 0.58
C -1.80351 -1.38431 0.02766 -3.43 2.34 -0.78
C -1.55625 0.08005 -0.04471 -0.16 -1.34 0.19
H 0.88209 1.96452 0.11271 0.29 0.63 0.01
H 0.65241 0.05161 -0.13969 -1.26 -0.55 0.07
H -0.97984 -1.94307 -0.07307 3.66 -2.40 -0.07